# 1
A cluster of 2 separate species, C3H7NO in total at a distorted geometry, computed with wB97M-V/def2-TZVPD.

Frontier orbital gap = 0.406 Ha
Maximum force = 0.0232 Eh/bohr
ΔE to the lowest compared entry with this formula, charge and spin = 2.256 eV

Positions of all 12 atoms, in Å:
C -0.206581 -3.724641 5.244206
N 0.114308 -3.230364 6.362421
H -1.161330 -3.507936 4.774321
H 0.491638 -4.388625 4.721005
H 1.079950 -3.447013 6.601361
O -0.240176 1.499216 -2.519479
C -0.502890 2.403861 -3.263836
C 0.367685 2.841819 -4.413771
H -1.524455 2.834650 -3.231743
H 0.966044 1.997476 -4.725390
H 0.959157 3.743575 -4.314158
H -0.343347 2.977981 -5.234933

Atomic forces in eV per Å
0.9 -0.3 0.2
-0.4 0.6 -0.2
-0.1 -0.1 0.2
-0.3 0.1 -0.3
-0.1 -0.3 0.1
0.2 0.0 0.2
-0.2 -0.3 -0.2
-0.9 -0.5 -0.6
0.2 0.3 0.1
0.5 -0.1 0.2
0.0 0.1 0.3
0.1 0.4 -0.1

# 2
A cluster of 2 separate species, C3H7NO in total, computed with wB97M-V/def2-TZVPD.

Frontier orbital gap = 0.395 Ha
Maximum force = 0.0088 Eh/bohr
ΔE to the lowest compared entry with this formula, charge and spin = 3.284 eV

Positions of all 12 atoms, in Å:
O 1.988846 0.190178 0.020155
C 1.255126 -0.161020 -0.867781
C -0.229737 0.042601 -0.897908
C -1.148170 -0.231592 0.251523
N -0.752006 1.121283 -0.064558
H 1.191528 -0.025295 2.067134
H 1.091825 -0.601983 2.527613
H 1.667715 -0.654260 -1.773735
H -0.665940 -0.116743 -1.883171
H -0.762050 -0.622810 1.187394
H -2.152660 -0.563806 -0.009985
H -1.484479 1.623450 -0.556679

Atomic forces in eV per Å
-0.3 -0.1 -0.4
0.1 0.0 0.1
0.1 0.0 -0.2
-0.1 -0.2 0.1
-0.2 0.2 -0.1
0.0 -0.1 0.2
0.0 0.1 0.1
-0.1 0.0 0.1
0.1 0.1 0.1
0.0 0.1 -0.2
0.2 0.1 0.0
0.0 -0.1 0.1

# 3
The molecule C3H7NO at a distorted geometry, computed with wB97M-V/def2-TZVPD.

Frontier orbital gap = 0.362 Ha
Maximum force = 0.1044 Eh/bohr
ΔE to the lowest compared entry with this formula, charge and spin = 2.412 eV

Positions of all 12 atoms, in Å:
C 1.670850 0.407350 0.770027
C 0.572493 -0.100041 0.015602
C -1.872927 0.128553 -0.557695
H 2.759204 -0.036107 0.538279
H 1.620165 0.285367 1.888425
H 1.646102 1.530071 0.721193
H -0.905990 0.204669 1.447543
H -2.066178 -0.829840 -0.338568
H -1.699343 0.362870 -1.588942
H -2.805182 0.488204 -0.075556
N -0.733695 0.530160 0.263471
O 0.545575 -1.041441 -0.725534

Atomic forces in eV per Å
4.3 1.6 2.2
-4.6 -1.3 -0.5
0.1 2.0 1.8
-2.7 1.0 0.0
-0.6 -0.3 -1.0
0.4 -1.0 -0.3
0.4 1.6 -4.6
-0.2 -4.3 -0.5
-0.3 0.1 -0.4
0.6 1.2 -0.8
1.2 -0.1 5.2
1.3 -0.6 -1.1